# 1
50
Properties=species:S:1:pos:R:3:forces:R:3 method="wB97M-V/def2-TZVPD" charge=+1 orbital_gap_ev="6.0 / 6.3" spin_multiplicity=4
Re -0.39089 1.50695 -1.31869 -0.159 -0.168 -0.592
C 2.18603 1.90263 -2.66586 0.015 0.059 0.010
N 1.70399 0.87209 -1.67795 0.032 0.005 0.147
C 2.63807 0.99558 -0.52651 0.031 -0.031 -0.017
C 2.50185 0.04933 0.65769 0.021 -0.013 -0.026
N 1.14036 -0.24400 1.20848 -0.008 -0.096 0.205
C 0.75462 -1.43539 1.04071 0.199 0.336 -0.084
C 0.44072 0.56124 2.21606 0.082 -0.054 -0.116
C 0.18873 -0.10325 3.41310 -0.040 0.048 0.042
C -0.47944 0.55053 4.43686 0.057 -0.158 -0.032
C -0.87795 1.85891 4.24779 -0.050 0.131 -0.002
C -0.62426 2.50524 3.04747 0.003 0.007 0.001
C 0.02882 1.87801 1.98687 -0.034 0.037 0.273
S 0.29292 2.86089 0.54674 0.084 -0.053 -0.151
C 1.72560 -0.43763 -2.35663 -0.090 0.114 0.021
C 2.79147 -1.31569 -2.24000 0.004 0.004 -0.013
C 2.77764 -2.51101 -2.94298 -0.010 -0.019 -0.027
C 1.71028 -2.80768 -3.77642 0.066 -0.046 0.016
C 0.66493 -1.91208 -3.91481 -0.120 0.121 -0.030
C 0.65548 -0.71168 -3.20903 0.076 -0.159 0.006
S -0.68954 0.42314 -3.41065 0.016 0.042 0.398
H 3.24911 1.74476 -2.85230 -0.005 -0.004 -0.011
H 2.04373 2.90203 -2.24838 -0.006 -0.005 0.005
H 1.63107 1.79812 -3.59261 -0.002 0.025 0.003
H 2.56353 2.02174 -0.18620 0.003 0.006 0.009
H 3.65732 0.84123 -0.89276 0.009 0.028 0.013
H 3.06283 0.47418 1.49010 0.008 -0.031 0.006
H 2.92912 -0.92438 0.42455 -0.036 -0.024 0.000
H -1.64128 -3.21718 1.72508 -0.119 0.082 -0.247
H -1.03665 -2.53874 -0.00845 0.028 -0.141 -0.192
H -1.98844 -1.56395 2.66595 0.062 0.052 -0.057
H 0.55241 -1.11459 3.54554 0.016 0.005 0.012
H -0.67242 0.03790 5.36841 0.000 -0.004 -0.002
H -1.39570 2.38711 5.03727 0.006 0.012 -0.012
H -0.94719 3.52736 2.90256 -0.007 0.002 0.025
H 3.64958 -1.08621 -1.62379 -0.008 0.000 -0.004
H 3.60505 -3.19936 -2.84128 -0.006 -0.008 -0.007
H 1.69274 -3.73895 -4.32596 0.003 0.001 0.000
H -0.16700 -2.13488 -4.57004 0.010 -0.015 -0.004
Cl -1.58243 -2.00718 1.24411 0.421 0.077 0.752
C -3.62338 -2.35035 0.06368 -0.447 -0.026 -0.250
C -1.42137 0.31745 -0.14765 0.166 0.040 -0.220
C -2.56703 0.89065 -0.03354 -0.189 -0.724 0.618
Cl -2.60488 2.43826 -1.42163 0.078 0.519 -0.296
C -3.70900 0.94840 0.84548 -0.039 0.182 -0.186
Cl -3.92725 2.42676 1.69221 0.023 0.072 0.054
C -4.50717 -0.10559 1.06344 0.306 -0.108 -0.284
Cl -5.70830 -0.08613 2.26369 -0.335 0.000 0.261
C -4.43479 -1.33921 0.28284 0.074 -0.112 0.110
Cl -5.84165 -1.83532 -0.63252 -0.189 -0.011 -0.124


# 2
6
Properties=species:S:1:pos:R:3:forces:R:3 method="wB97M-V/def2-TZVPD" orbital_gap_ev=7.5
B -0.01763 0.23276 0.04066 3.216 -2.158 -0.144
C -1.46055 -0.19907 -0.06054 2.310 1.380 0.339
N -2.43041 -0.78258 0.01386 -2.134 -0.966 -0.034
O 0.86255 1.19963 0.01564 -5.096 -0.042 1.112
H 1.35275 -1.81025 0.29802 -1.432 1.922 -0.284
H 1.69329 1.35951 -0.30764 3.137 -0.136 -0.989


# 3
7
Properties=species:S:1:pos:R:3:forces:R:3 method="wB97M-V/def2-TZVPD" orbital_gap_ev=11.2
C -3.46147 3.70894 0.41406 -0.437 0.564 -0.611
O -4.57935 3.74623 -0.02430 0.003 -0.203 0.166
H -3.18846 3.05871 1.24731 0.182 -0.204 0.238
H -2.69674 4.36940 -0.03137 0.253 -0.157 0.207
O 4.95707 -4.98550 -0.75064 -0.106 -0.023 0.093
H 4.33808 -4.24244 -0.72310 0.121 -0.373 0.122
H 4.63087 -5.65533 -0.13195 -0.015 0.395 -0.215


Relative energy (zero: lowest compared OMol25 entry of this formula, charge and spin) in kJ/mol, matching the order above: 0.0; 456.8; 23.0